DFT (the ωB97M-V functional and the def2-TZVPD basis) results for C32H34AsN3O3OsS2 as an isolated structure.

- energy above the lowest of the compared OMol25 structures with the same formula, charge and spin (eV) = 0.000
- total charge = 0
- largest force on an atom (eV/Å) = 0.40
- HOMO level (spin up / spin down) (eV) = -6.66 / -7.48
- ⟨S²⟩ = 6.028
- 2S+1 = 5
- Kohn-Sham gap (spin up / spin down) (eV) = 6.35 / 5.78

Geometry as XYZ:
```
76
C32H34AsN3O3OsS2, DFT the ωB97M-V functional and the def2-TZVPD basis
Os -0.32 0.09 0.87
As 0.87 1.51 -2.63
S -1.72 -1.83 1.84
S -0.10 -1.33 -0.94
O 0.31 1.45 -1.06
O -3.49 2.58 1.88
O 2.60 -0.24 3.78
N 1.47 -0.39 1.77
N -2.01 1.29 0.64
N -0.48 1.01 2.70
C -3.45 0.81 -1.28
C -1.17 -5.53 0.37
C -2.63 1.69 -0.59
C -1.82 2.15 4.24
C -0.54 1.08 -3.85
C 0.31 1.20 4.90
C -3.75 -0.56 -0.75
C -0.51 -2.94 -0.38
C 4.62 -2.38 -0.18
C 4.51 -0.99 -0.24
C -2.99 3.38 -2.26
C 1.64 -0.02 3.07
C -2.49 1.89 1.77
C 3.73 -3.09 0.60
C 1.84 -3.23 2.25
C -0.44 -5.32 -0.80
C 2.57 -1.08 1.16
C 1.50 3.28 -3.01
C -4.02 1.23 -2.48
C -2.39 2.99 -1.06
C 2.71 -2.46 1.30
C -0.12 -4.03 -1.17
C -1.59 1.68 2.97
C -1.56 -4.46 1.16
C -0.85 1.90 5.21
C 2.32 0.30 -3.01
C -1.53 3.95 -0.30
C 3.50 -0.32 0.43
C 0.46 0.75 3.61
C 3.42 1.18 0.41
C -3.80 2.51 -2.97
C -1.24 -3.15 0.80
H -4.67 0.55 -3.02
H -0.13 -6.15 -1.41
H -2.73 2.70 4.44
H -0.21 1.20 -4.88
H 1.95 3.32 -4.00
H -4.57 -1.02 -1.31
H -2.89 -1.22 -0.80
H 1.75 -4.27 1.94
H 2.23 3.55 -2.25
H 3.82 -4.17 0.68
H 2.28 -3.20 3.25
H -2.12 -4.63 2.07
H -1.28 4.81 -0.92
H 2.79 0.60 -3.94
H -2.06 4.32 0.59
H -4.26 2.83 -3.89
H -0.84 0.05 -3.67
H -1.43 -6.54 0.67
H -1.01 2.26 6.22
H 3.60 1.58 1.41
H 2.44 1.53 0.09
H 1.08 0.99 5.63
H 0.84 -2.80 2.33
H -2.82 4.39 -2.62
H 0.45 -3.84 -2.07
H -0.60 3.47 0.02
H 3.04 0.32 -2.19
H -4.04 -0.52 0.31
H 0.65 3.97 -2.95
H 1.92 -0.70 -3.09
H 5.24 -0.42 -0.81
H 5.40 -2.89 -0.72
H 4.18 1.59 -0.25
H -1.39 1.74 -3.64
```